(1)
{
  "formula": "C8H11N2",
  "method": "ωB97M-V/def2-TZVPD",
  "smiles": "C[C@@H]1[NH+]=CN2C=CC=C[C@H]12",
  "e_homo_ev": [-12.5, -12.5],
  "relative_energy_ev": 1.419,
  "homo_lumo_gap_ev": [8.28, 8.28],
  "charge": 1,
  "lumo_energy_ev": [-4.21, -4.21],
  "symbols": ["C", "C", "C", "C", "C", "C", "C", "C", "N", "N", "H", "H", "H", "H", "H", "H", "H", "H", "H", "H", "H"],
  "positions_angstrom": [[-2.27113, 1.03402, 0.09318], [-2.80492, -0.24772, -0.14989], [-0.99727, 1.16395, 0.36630], [-2.03772, -1.35457, -0.13684], [0.37201, -2.02101, -0.07959], [-0.19484, 0.00699, 0.87828], [1.32543, 0.01486, 0.48371], [1.76987, 1.04314, -0.54125], [-0.68622, -1.26833, 0.16703], [1.54292, -1.38966, 0.17153], [-2.86706, 1.86847, -0.16202], [-3.75942, -0.47337, -0.52618], [-0.35728, 1.97428, 0.18886], [-2.49392, -2.27812, -0.39732], [0.32112, -3.09867, -0.12900], [-0.33372, -0.11130, 1.91461], [2.02521, 0.37196, 1.29758], [1.95819, 2.00228, -0.14155], [1.21277, 1.19591, -1.40350], [2.84110, 0.70300, -0.80613], [2.36597, -1.90122, 0.29125]],
  "mulliken_charge": [-0.459, -0.422, -0.641, -0.335, -0.223, 0.267, 0.337, -1.733, 0.080, -0.071, 0.447, 0.380, 0.468, 0.406, 0.394, 0.274, 0.269, 0.500, 0.479, 0.348, 0.238]
}



(2)
{
  "formula": "C22H25Br4NO4Pd",
  "method": "ωB97M-V/def2-TZVPD",
  "e_homo_ev": [-0.6, -0.6],
  "relative_energy_ev": 0.646,
  "homo_lumo_gap_ev": [4.51, 4.52],
  "charge": -2,
  "lumo_energy_ev": [3.93, 3.94],
  "symbols": ["Pd", "N", "C", "C", "O", "O", "H", "H", "H", "H", "Br", "C", "C", "Br", "C", "Br", "C", "O", "C", "O", "C", "Br", "C", "C", "C", "C", "H", "H", "H", "H", "H", "H", "H", "H", "H", "C", "C", "C", "C", "C", "C", "C", "C", "C", "C", "H", "H", "H", "H", "H", "H", "H", "H", "H", "H", "H", "H"],
  "positions_angstrom": [[0.19160, -0.11614, -0.32930], [-0.71706, -2.24220, 0.83513], [0.44246, -3.03874, 1.19614], [1.49808, -2.99546, 0.03601], [2.22922, -3.97660, -0.09651], [1.51209, -1.96008, -0.67492], [-1.30002, -2.00176, 1.62996], [-1.27779, -2.71684, 0.13307], [0.20284, -4.09749, 1.40821], [0.92811, -2.60312, 2.07654], [2.09111, 4.96297, 4.51601], [1.14813, 3.52401, 3.71138], [-0.06129, 3.10370, 4.23219], [-0.77339, 3.94231, 5.78185], [-0.74512, 2.06796, 3.60477], [-2.42297, 1.46573, 4.28098], [-0.25792, 1.37223, 2.48660], [-0.89822, 0.45051, 1.91091], [1.06412, 1.77116, 1.98714], [1.60385, 1.13829, 1.02681], [1.66886, 2.87528, 2.59306], [3.34547, 3.40139, 1.85976], [-3.53904, 0.19375, -3.06173], [-2.09993, -0.05907, -2.57838], [-1.63737, -1.44361, -3.03270], [-1.97829, 0.11034, -1.07688], [-3.61247, 0.09638, -4.14672], [-3.85335, 1.19902, -2.78518], [-4.22454, -0.52095, -2.60653], [-1.45070, 0.68216, -3.06078], [-2.30777, -2.21889, -2.65950], [-0.63372, -1.63496, -2.64731], [-1.62514, -1.50503, -4.12307], [-2.59775, -0.60773, -0.53023], [-2.24410, 1.12901, -0.77776], [3.08689, 2.01005, -2.37109], [1.78332, 1.40320, -2.94747], [2.09369, -0.05915, -3.29707], [0.69997, 1.44223, -1.91422], [1.22953, 2.20278, -4.11856], [0.96066, 3.57167, -3.98187], [0.29991, 4.28949, -4.95401], [-0.07229, 3.68682, -6.14727], [0.23262, 2.35001, -6.33344], [0.84491, 1.61935, -5.33287], [3.33832, 1.46474, -1.46172], [2.97418, 3.05895, -2.10897], [3.91097, 1.91911, -3.08248], [2.35060, -0.58469, -2.37606], [2.92483, -0.14010, -3.99960], [1.21971, -0.54710, -3.72109], [0.26534, 2.43166, -1.73945], [1.25584, 4.08491, -3.07859], [0.06059, 5.33079, -4.78154], [-0.57705, 4.25028, -6.91953], [-0.01203, 1.86508, -7.27229], [1.02979, 0.57267, -5.51203]],
  "mulliken_charge": [0.303, -0.313, -0.488, 0.371, -0.797, -0.390, 0.197, 0.161, 0.247, 0.222, -0.253, 0.203, 0.153, -0.252, -0.091, -0.231, 0.022, -0.556, 0.381, -0.878, -0.153, -0.217, -1.846, 2.135, -1.456, -1.579, 0.417, 0.413, 0.400, -0.390, 0.451, 0.048, 0.372, 0.543, 0.469, -1.739, 3.719, -2.108, -1.494, -0.319, -0.206, -0.902, -0.342, -0.816, -0.028, 0.455, 0.286, 0.421, 0.443, 0.478, 0.302, 0.418, 0.343, 0.358, 0.384, 0.358, 0.370]
}